C4H8N2O | the ωB97M-V functional and the def2-TZVPD basis

The geometry in XYZ format:
```
15
Properties=species:S:1:pos:R:3:forces:R:3
C -0.284416 -0.711247 -0.117131 -2.2 0.5 1.0
C -1.645847 -0.607351 0.046997 2.1 -1.1 -0.1
C 0.477570 -0.132142 -1.136862 1.6 1.2 -2.5
C -2.334292 -1.075020 1.302875 -0.1 0.8 -0.2
N 0.724983 -0.085754 -2.316238 -1.0 -0.3 0.8
N 2.359107 1.819803 -1.623552 0.2 1.8 -1.0
O 2.063660 1.298758 -0.417843 -0.9 -0.7 -0.6
H 0.338243 -1.130657 0.634644 0.2 -0.2 0.9
H -2.298556 -0.320030 -0.765164 0.2 0.5 -0.1
H -3.272944 -0.486303 1.327403 0.6 0.0 0.7
H -2.743193 -2.085516 1.153166 0.6 0.0 0.4
H -1.654137 -0.907151 2.199851 -1.3 -0.6 -1.0
H 1.347917 0.695485 -2.663385 0.5 0.4 0.6
H 3.340502 1.678196 -1.979592 -1.1 0.0 1.0
H 2.124239 2.875474 -1.681247 0.5 -2.2 0.2
```
Positions in Å, forces in eV/Å.

charge: 0
spin multiplicity: 1
maximum force: 3.2 eV Å⁻¹
ΔE to the lowest compared entry with this formula, charge and spin: 574.2 kJ/mol
HOMO energy (spin up / spin down): -7.59 / -7.59 eV
lowest unoccupied orbital energy (spin up / spin down): 0.0 / 0.0 eV
gap between HOMO and LUMO (spin up / spin down): 0.2777 / 0.2775 hartree